1.
C34H50MnN2O4Si3Te | ωB97M-V/def2-TZVPD

Structure (XYZ):
```
95
Properties=species:S:1:pos:R:3
Mn -0.489 -1.440 1.107
O -0.718 -5.836 0.931
C -0.896 -4.520 1.024
O -0.349 -3.710 0.295
C -1.832 -4.090 2.097
C -2.551 -4.913 2.940
C -3.406 -4.296 3.854
C -3.514 -2.917 3.879
C -2.738 -2.167 2.998
N -1.919 -2.761 2.146
C -2.780 -0.635 2.905
O -3.640 -0.065 3.558
O -1.910 -0.143 2.114
H -0.088 -6.009 0.216
H -2.454 -5.988 2.887
H -3.991 -4.902 4.533
H -4.178 -2.395 4.553
C 1.331 -1.487 2.206
Si 2.556 -0.225 1.716
C 1.760 1.492 1.890
N 0.732 1.806 0.895
C 1.335 2.316 -0.346
C 0.515 3.431 -0.978
C 0.411 4.621 -0.021
C 0.068 4.154 1.411
C -0.326 2.681 1.410
C 4.125 -0.143 2.775
C 4.139 0.587 3.967
C 5.260 0.626 4.783
C 6.404 -0.072 4.423
C 6.415 -0.805 3.245
C 5.288 -0.836 2.435
C 3.174 -0.591 -0.037
C 4.164 0.194 -0.637
C 4.697 -0.131 -1.875
C 4.255 -1.267 -2.544
C 3.271 -2.058 -1.974
C 2.739 -1.719 -0.734
H 1.020 -1.288 3.241
H 1.785 -2.485 2.195
H 2.523 2.287 1.962
H 1.274 1.453 2.872
H 1.493 1.495 -1.050
H 2.338 2.722 -0.136
H -0.481 3.061 -1.237
H 0.987 3.734 -1.916
H -0.334 5.328 -0.388
H 1.366 5.153 -0.019
H -0.742 4.752 1.833
H 0.928 4.290 2.071
H -1.229 2.540 0.807
H -0.590 2.332 2.407
H 3.257 1.140 4.273
H 5.242 1.202 5.700
H 7.282 -0.044 5.056
H 7.303 -1.352 2.954
H 5.321 -1.406 1.512
H 4.544 1.067 -0.115
H 5.465 0.493 -2.315
H 4.676 -1.529 -3.507
H 2.925 -2.948 -2.487
H 1.986 -2.363 -0.289
C -4.293 2.030 0.197
Si -4.702 0.618 -0.956
C -6.340 -0.164 -0.487
C -4.740 1.189 -2.743
C -3.365 -0.688 -0.741
Te -1.384 0.054 -1.112
C -1.155 -0.867 -3.032
Si -0.340 0.247 -4.315
C -0.395 -0.671 -5.950
C 1.440 0.577 -3.808
C -1.282 1.858 -4.477
H -5.072 2.795 0.175
H -3.350 2.507 -0.082
H -4.190 1.675 1.226
H -7.153 0.562 -0.549
H -6.311 -0.542 0.537
H -6.587 -0.997 -1.149
H -5.426 2.029 -2.869
H -5.067 0.389 -3.411
H -3.752 1.523 -3.070
H -3.490 -1.584 -1.351
H -3.355 -0.992 0.308
H -2.162 -1.145 -3.351
H -0.576 -1.783 -2.904
H 0.192 -1.590 -5.908
H 0.011 -0.054 -6.755
H -1.419 -0.937 -6.220
H 1.688 0.131 -2.843
H 1.646 1.647 -3.739
H 2.134 0.153 -4.536
H -2.239 1.724 -4.986
H -0.687 2.561 -5.065
H -1.473 2.324 -3.508
```

Properties
Highest occupied orbital energy (spin up / spin down), eV: -7.37 / -7.60
Expectation value of S²: 8.760
Gap between HOMO and LUMO (spin up / spin down), eV: 6.628 / 6.788
Spin multiplicity: 6
Maximum force, eV/Å: 0.7
LUMO level (spin up / spin down), eV: -0.743 / -0.815
ΔE to the lowest compared entry with this formula, charge and spin, kcal/mol: 0.0

2.
C34H51BBr2F15NO15S | ωB97M-V/def2-TZVPD

Structure (XYZ):
```
120
Properties=species:S:1:pos:R:3
C -4.117 -3.606 2.582
C -4.351 -4.184 1.213
O -5.404 -4.671 0.866
N -3.216 -4.084 0.312
C -3.575 -3.297 -0.883
C -3.744 -1.817 -0.551
C -4.167 -1.027 -1.816
C -3.405 0.303 -1.963
C -2.524 0.355 -3.200
O -2.859 -0.108 -4.263
O -1.363 1.073 -3.059
C -0.129 0.330 -2.918
C -0.310 -0.888 -1.995
C 0.971 -1.668 -1.643
C 0.876 -3.196 -1.768
S 0.255 -3.814 -3.361
B 0.411 -0.130 -4.383
O -0.182 -1.092 -5.147
O 1.524 0.468 -4.909
C 0.932 1.308 -2.324
Br 0.747 3.058 -3.181
C 0.950 1.510 -0.806
C 2.065 2.488 -0.379
Br -0.747 2.139 -0.068
H -4.302 -2.530 2.550
H -3.100 -3.813 2.895
H -4.823 -4.066 3.274
H -3.033 -5.034 -0.004
H -4.485 -3.668 -1.371
H -2.758 -3.383 -1.603
H -2.790 -1.450 -0.172
H -4.514 -1.693 0.214
H -5.232 -0.804 -1.764
H -3.999 -1.656 -2.691
H -2.792 0.535 -1.097
H -4.104 1.135 -2.094
H -1.029 -1.597 -2.418
H -0.763 -0.523 -1.071
H 1.186 -1.497 -0.586
H 1.849 -1.314 -2.189
H 1.884 -3.601 -1.658
H 0.295 -3.618 -0.948
H -0.714 -4.630 -2.932
H -0.908 -1.550 -4.712
H 1.623 0.197 -5.829
H 1.922 0.944 -2.589
H 1.149 0.567 -0.306
H 2.535 2.159 0.547
H 1.629 3.463 -0.175
H 2.801 2.619 -1.169
C 6.166 6.032 -4.571
C 6.658 6.691 -3.301
O 5.613 6.753 -2.303
C 5.404 5.647 -1.610
O 5.980 4.604 -1.711
C 4.291 5.891 -0.570
F 3.247 6.524 -1.111
F 4.761 6.646 0.435
F 3.870 4.735 -0.068
H 5.281 6.545 -4.947
H 6.945 6.071 -5.331
H 5.902 4.990 -4.397
H 6.930 7.726 -3.484
H 7.524 6.179 -2.887
C -7.932 -2.904 1.223
C -9.181 -2.293 0.630
O -10.201 -2.090 1.635
C -10.067 -1.013 2.388
O -9.205 -0.186 2.329
C -11.246 -0.927 3.382
F -11.476 -2.106 3.968
F -12.358 -0.557 2.733
F -10.992 -0.029 4.328
H -8.167 -3.834 1.740
H -7.212 -3.122 0.439
H -7.471 -2.226 1.941
H -9.635 -2.962 -0.097
H -8.973 -1.345 0.134
C 7.976 9.903 1.602
C 9.417 10.053 1.169
O 9.637 9.462 -0.131
C 9.279 10.196 -1.171
O 8.807 11.293 -1.161
C 9.592 9.428 -2.473
F 9.183 8.155 -2.390
F 10.910 9.430 -2.706
F 8.980 9.995 -3.508
H 7.679 8.854 1.583
H 7.852 10.284 2.615
H 7.308 10.456 0.942
H 10.084 9.512 1.836
H 9.728 11.097 1.147
C -3.757 -3.724 9.796
C -4.601 -2.808 8.940
O -3.813 -2.185 7.901
C -3.577 -2.921 6.829
O -3.945 -4.039 6.618
C -2.763 -2.102 5.806
F -1.744 -1.462 6.384
F -3.554 -1.190 5.223
F -2.280 -2.902 4.859
H -2.907 -3.182 10.210
H -4.355 -4.118 10.617
H -3.374 -4.563 9.216
H -4.995 -1.980 9.523
H -5.440 -3.336 8.487
C 4.881 -7.987 -2.850
C 3.517 -7.502 -3.286
O 2.558 -7.587 -2.208
C 2.592 -6.607 -1.323
O 3.323 -5.660 -1.312
C 1.473 -6.811 -0.280
F 1.423 -8.069 0.162
F 0.296 -6.512 -0.848
F 1.653 -6.004 0.760
H 4.816 -9.000 -2.452
H 5.562 -7.988 -3.700
H 5.297 -7.344 -2.076
H 3.108 -8.136 -4.070
H 3.548 -6.479 -3.658
```

Properties
Highest occupied orbital energy, eV: -9.40
Gap between HOMO and LUMO, eV: 9.764
Structure (SMILES): CC(=O)NCCCCC(=O)O[C@@](CCCS)(B(O)O)[C@@H](Br)[C@@H](C)Br.CCOC(=O)C(F)(F)F.CCOC(=O)C(F)(F)F.CCOC(=O)C(F)(F)F.CCOC(=O)C(F)(F)F.CCOC(=O)C(F)(F)F
Maximum force, eV/Å: 1.3
LUMO level, eV: 0.361

3.
C34H51BCdCl2N10OS3 | ωB97M-V/def2-TZVPD

Structure (XYZ):
```
103
Properties=species:S:1:pos:R:3
Cd -1.443 0.757 -1.117
C 3.436 3.600 3.659
C 2.675 3.564 2.335
C 3.393 4.404 1.271
C 1.281 4.161 2.508
N 2.642 2.149 1.862
C 3.711 1.623 1.145
C 3.380 0.379 0.776
N 2.123 0.102 1.276
B 1.213 -1.039 0.765
N 1.152 -2.192 1.800
C 1.808 -2.175 3.012
C 1.273 -3.128 3.787
N 0.249 -3.736 3.066
C 0.185 -3.150 1.831
S -0.787 -3.542 0.487
C -0.610 -4.746 3.754
C -1.049 -4.140 5.095
C 0.238 -5.999 3.974
C -1.867 -5.123 2.979
N 1.799 -1.561 -0.571
C 2.358 -2.798 -0.785
C 2.584 -2.926 -2.103
N 2.146 -1.762 -2.724
C 1.665 -0.921 -1.755
S 1.125 0.698 -1.906
C 2.181 -1.687 -4.220
C 1.399 -2.893 -4.751
C 3.648 -1.757 -4.647
C 1.564 -0.422 -4.806
C 1.677 1.185 1.974
S 0.265 1.171 2.918
H 3.515 4.628 4.017
H 4.444 3.197 3.539
H 2.910 3.008 4.409
H 3.255 5.459 1.506
H 2.971 4.212 0.284
H 4.466 4.215 1.237
H 1.400 5.216 2.759
H 0.716 3.668 3.290
H 0.714 4.087 1.579
H 4.609 2.177 0.954
H 3.930 -0.333 0.186
H 0.117 -0.613 0.563
H 2.608 -1.486 3.215
H 1.530 -3.426 4.786
H -0.238 -4.104 5.822
H -1.849 -4.747 5.519
H -1.424 -3.127 4.946
H 1.144 -5.772 4.538
H 0.526 -6.429 3.014
H -0.336 -6.741 4.531
H -2.513 -4.260 2.821
H -2.406 -5.856 3.583
H -1.642 -5.555 2.011
H 2.535 -3.487 0.020
H 3.011 -3.745 -2.649
H 1.905 -3.838 -4.550
H 1.278 -2.800 -5.830
H 0.408 -2.933 -4.294
H 4.133 -2.664 -4.285
H 4.193 -0.895 -4.261
H 3.711 -1.748 -5.735
H 0.518 -0.302 -4.532
H 1.633 -0.508 -5.892
H 2.086 0.476 -4.493
N -1.773 -1.256 -2.351
C -3.142 -1.771 -2.250
C -4.167 -0.644 -2.406
N -3.917 0.493 -1.524
C -4.590 0.498 -0.232
C -3.937 -0.480 0.747
N -2.483 -0.310 0.784
H -1.106 -1.949 -2.021
H -1.543 -0.993 -3.304
H -3.356 -2.534 -3.005
H -3.231 -2.250 -1.277
H -4.119 -0.279 -3.434
H -5.170 -1.061 -2.249
H -4.092 1.358 -2.017
H -4.503 1.509 0.170
H -5.658 0.257 -0.318
H -4.389 -0.343 1.732
H -4.159 -1.502 0.436
H -2.153 0.213 1.591
H -2.010 -1.210 0.816
Cl -0.941 3.664 -5.321
C -1.248 4.232 -3.711
C -1.231 5.609 -3.471
C -1.495 6.106 -2.226
Cl -1.505 7.831 -1.973
C -1.767 5.232 -1.151
C -2.086 5.657 0.158
C -2.338 4.736 1.134
C -2.235 3.372 0.819
N -1.944 2.943 -0.385
C -1.740 3.836 -1.394
C -1.532 3.284 -2.724
O -1.623 2.028 -2.951
H -1.019 6.283 -4.289
H -2.128 6.717 0.369
H -2.586 5.036 2.142
H -2.355 2.619 1.591
```

Properties
Highest occupied orbital energy, eV: -6.93
Gap between HOMO and LUMO, eV: 7.234
Maximum force, eV/Å: 0.5
LUMO level, eV: 0.308
ΔE to the lowest compared entry with this formula, charge and spin, kcal/mol: 7.7

4.
C34H51Cl8F2N8O2S3Si | ωB97M-V/def2-TZVPD

Structure (XYZ):
```
109
Properties=species:S:1:pos:R:3
C 0.096 -7.016 3.667
C 1.400 -6.364 4.189
N 1.646 -6.493 5.446
C 2.413 -5.537 3.337
C 1.793 -4.653 2.187
N 2.681 -3.487 1.957
C 1.961 -2.334 1.659
N 2.068 -1.624 0.564
C 2.975 -2.037 -0.528
C 4.412 -1.413 -0.229
C 4.858 -0.303 -1.244
C 5.816 0.699 -0.463
S 4.933 2.252 0.008
C 5.316 2.628 1.716
N 6.443 2.446 2.450
N 6.280 2.922 3.690
C 5.014 3.434 3.787
O 4.431 3.244 2.566
C 1.273 -0.380 0.404
F 1.677 0.292 -0.734
F 1.551 0.510 1.419
C -0.280 -0.643 0.232
C -0.823 -0.254 -1.187
Si -2.705 -0.710 -1.262
C -2.897 -2.353 -2.226
C -3.453 -1.017 0.469
C -3.747 0.682 -2.048
C -3.467 2.052 -1.629
C -4.299 3.115 -2.216
C -5.328 2.819 -3.197
C -5.580 1.442 -3.594
C -4.808 0.344 -3.014
N 1.019 -1.919 2.693
C 1.923 -1.368 3.759
C 0.271 -3.126 3.158
N -1.196 -2.745 3.037
C -1.800 -3.639 2.383
S -2.859 -4.824 2.084
N 0.483 -3.400 4.609
C -0.471 -2.964 5.300
S -1.435 -2.130 6.283
O 0.446 -4.266 2.348
H 0.165 -7.454 2.649
H -0.161 -7.823 4.400
H -0.724 -6.261 3.769
H 2.524 -5.995 5.641
H 3.100 -6.278 2.842
H 3.055 -4.883 3.966
H 1.829 -5.275 1.253
H 3.491 -3.677 1.378
H 3.133 -3.146 -0.548
H 2.597 -1.785 -1.544
H 5.186 -2.217 -0.165
H 4.375 -0.928 0.783
H 4.012 0.303 -1.638
H 5.468 -0.699 -2.094
H 6.304 0.222 0.420
H 6.656 1.014 -1.132
H 4.547 3.908 4.667
H -0.775 0.051 0.961
H -0.514 -1.682 0.549
H -0.297 -0.842 -1.985
H -0.780 0.841 -1.394
H -3.920 -2.445 -2.671
H -2.137 -2.438 -3.039
H -2.803 -3.221 -1.517
H -3.016 -1.955 0.883
H -3.393 -0.145 1.158
H -4.543 -1.221 0.301
H -2.682 2.278 -0.880
H -4.128 4.161 -1.896
H -5.919 3.657 -3.611
H -6.361 1.210 -4.346
H -5.028 -0.704 -3.302
H 2.540 -0.518 3.364
H 1.340 -0.934 4.608
H 2.668 -2.122 4.124
Cl 7.003 6.263 7.478
C 8.268 5.009 7.569
C 8.956 4.797 6.240
Cl 7.871 4.043 5.037
H 7.808 4.091 7.932
H 8.992 5.344 8.312
H 9.805 4.125 6.367
H 9.324 5.735 5.826
Cl -6.731 0.849 -7.454
C -5.922 2.433 -7.422
C -4.442 2.325 -7.704
Cl -3.570 1.516 -6.378
H -6.112 2.889 -6.450
H -6.400 3.048 -8.185
H -4.012 3.322 -7.805
H -4.246 1.776 -8.624
Cl -9.393 1.407 -5.220
C -10.845 1.867 -6.147
C -10.704 1.562 -7.622
Cl -9.507 2.616 -8.416
H -11.035 2.924 -5.974
H -11.677 1.298 -5.731
H -11.656 1.732 -8.125
H -10.409 0.528 -7.791
Cl 0.012 3.192 -0.733
C 1.774 3.457 -0.785
C 2.127 4.917 -0.945
Cl 1.686 5.541 -2.553
H 2.182 2.855 -1.597
H 2.178 3.079 0.154
H 3.204 5.049 -0.839
H 1.632 5.533 -0.196
```

Properties
Highest occupied orbital energy, eV: -10.51
Gap between HOMO and LUMO, eV: 6.681
Total charge: +1
Maximum force, eV/Å: 4.7
LUMO level, eV: -3.826